Record 1
{"formula": "C41H28BaCl2IN7O4S", "method": "wB97M-V/def2-TZVPD", "elements": ["Ba", "Cl", "C", "C", "C", "N", "C", "O", "C", "C", "C", "C", "C", "N", "C", "C", "C", "Cl", "N", "C", "O", "C", "C", "C", "C", "C", "N", "H", "H", "H", "H", "H", "H", "H", "H", "H", "H", "C", "C", "N", "C", "C", "C", "O", "C", "C", "N", "C", "C", "C", "C", "C", "C", "I", "C", "O", "H", "H", "H", "H", "H", "H", "H", "H", "H", "H", "H", "H", "S", "C", "C", "C", "C", "C", "C", "C", "C", "C", "N", "H", "H", "H", "H", "H", "H"], "positions_angstrom": [[-1.49263, 0.17308, -0.70498], [-7.16384, -4.62134, -0.81809], [-6.21503, -3.18924, -0.51205], [-4.84161, -3.26955, -0.57738], [-4.03115, -2.15959, -0.34180], [-2.64537, -2.26479, -0.29386], [-2.06976, -3.29855, -0.89004], [-2.50838, -4.05448, -1.76421], [-0.68663, -3.65627, -0.37706], [-0.35262, -5.01123, -0.40338], [0.86510, -5.40981, 0.09357], [1.72533, -4.44240, 0.58361], [1.30909, -3.12536, 0.54292], [0.14086, -2.73217, 0.07688], [-4.65777, -0.93354, 0.00701], [-6.04773, -0.88005, 0.03930], [-6.82421, -1.98957, -0.21867], [-8.55978, -1.84753, -0.16812], [-3.92226, 0.22506, 0.23777], [-4.28423, 0.95259, 1.27457], [-5.02419, 0.65426, 2.21160], [-3.73451, 2.36746, 1.27636], [-4.06122, 3.19035, 2.35187], [-3.67948, 4.51340, 2.31217], [-2.98737, 4.97070, 1.20448], [-2.67510, 4.06212, 0.20288], [-3.03076, 2.79339, 0.23899], [-4.38192, -4.21111, -0.84243], [-1.06271, -5.70502, -0.82673], [1.14662, -6.45401, 0.09335], [2.70177, -4.69071, 0.97023], [1.96669, -2.34259, 0.87865], [-6.52619, 0.05163, 0.30031], [-4.62179, 2.76064, 3.16824], [-3.92337, 5.18307, 3.12896], [-2.67019, 5.99969, 1.11927], [-2.09795, 4.35089, -0.65607], [0.56671, -2.79460, -3.58764], [1.69780, -2.20075, -2.82535], [2.88101, -2.75210, -2.94863], [3.91391, -2.20029, -2.31796], [3.83436, -1.06939, -1.51634], [5.10351, -0.45047, -0.98464], [5.78354, -1.24732, -0.03590], [2.58158, -0.49540, -1.33670], [2.27719, 0.72699, -0.56704], [2.46606, 1.02201, 0.64329], [3.06847, 0.25930, 1.60759], [4.46041, 0.26622, 1.73625], [5.09501, -0.39238, 2.76583], [4.35698, -1.06789, 3.72034], [2.97502, -1.04936, 3.64011], [2.32343, -0.37980, 2.61077], [0.22975, -0.39485, 2.62737], [1.46599, -1.05083, -2.01615], [0.29956, -0.55974, -1.87028], [0.86509, -3.75760, -3.99334], [0.28797, -2.13566, -4.40614], [-0.31831, -2.91874, -2.96968], [4.87139, -2.67507, -2.47055], [4.88910, 0.54878, -0.56341], [5.82051, -0.31071, -1.80851], [5.15474, -1.42308, 0.67797], [1.74399, 1.47954, -1.14641], [5.04220, 0.82064, 1.01400], [6.17127, -0.37147, 2.81529], [4.84309, -1.59489, 4.52185], [2.38408, -1.56169, 4.38022], [0.74744, 4.77425, -2.71650], [-0.07514, 3.90262, -3.94488], [-0.68271, 2.78509, -3.45909], [-0.55535, 2.55923, -2.05142], [0.20323, 3.56570, -1.54547], [0.59031, 3.71640, -0.15989], [1.59911, 4.59730, 0.24522], [1.90770, 4.69552, 1.58082], [1.21061, 3.90931, 2.49069], [0.25116, 3.04922, 1.98639], [-0.05168, 2.94531, 0.71280], [-0.06412, 4.25707, -4.95798], [-1.22844, 2.12555, -4.11574], [2.13959, 5.17726, -0.49019], [2.68744, 5.36662, 1.91022], [1.41275, 3.94531, 3.55279], [-0.30301, 2.39947, 2.64792]], "atomic_forces_ev_per_a": [[-0.716, 1.539, 1.146], [-0.036, -0.156, -0.034], [-0.027, -0.191, -0.030], [-0.207, -0.237, -0.157], [-0.173, 0.138, 0.127], [-0.013, 0.050, 0.309], [0.384, 0.035, 0.153], [-0.231, -0.421, -0.490], [-0.222, -0.288, -0.206], [-0.142, -0.002, -0.112], [0.110, -0.080, 0.049], [0.100, 0.022, 0.032], [0.562, -0.197, -0.001], [-0.617, 0.389, 0.191], [-0.126, -0.413, -0.090], [-0.096, -0.034, 0.005], [-0.141, 0.162, 0.031], [-0.181, 0.077, 0.019], [-0.428, -0.368, -0.208], [0.249, 0.467, -0.113], [-0.613, -0.195, 0.790], [-0.112, -0.028, 0.335], [-0.018, -0.093, 0.044], [-0.019, 0.128, 0.099], [0.114, -0.009, -0.170], [0.014, 0.472, 0.189], [-0.195, -0.519, -0.226], [-0.105, 0.114, 0.048], [-0.027, -0.006, -0.011], [0.033, -0.086, 0.001], [0.105, -0.016, 0.044], [0.246, 0.183, 0.133], [-0.028, 0.009, 0.004], [-0.018, -0.023, 0.014], [0.001, 0.020, 0.010], [0.028, 0.084, -0.020], [0.186, 0.172, -0.284], [-0.165, -0.078, 0.018], [-0.212, 0.168, 0.063], [0.309, -0.257, -0.055], [0.434, 0.237, 0.266], [0.253, -0.165, -0.155], [0.112, 0.252, -0.614], [0.192, -0.362, -0.025], [-0.262, -0.203, -0.023], [-0.215, 0.009, -0.812], [-0.197, 0.596, 0.254], [0.082, -0.193, 0.422], [-0.128, 0.468, 0.430], [0.009, 0.047, 0.274], [-0.105, 0.004, -0.026], [-0.158, 0.048, -0.154], [0.160, -0.172, 0.104], [0.186, -0.163, 0.075], [0.559, -0.143, 0.034], [1.278, -0.471, -1.342], [0.029, -0.047, -0.020], [-0.130, 0.139, -0.191], [-0.106, -0.037, 0.040], [0.247, -0.061, -0.023], [0.030, -0.403, -0.685], [-0.214, -0.044, 0.199], [0.181, -0.126, -0.176], [-0.116, 0.054, -0.043], [-0.120, 0.059, 0.477], [0.193, -0.026, 0.011], [0.099, -0.122, 0.198], [-0.099, -0.091, 0.147], [-0.144, -0.119, -0.229], [0.098, 0.076, 0.021], [0.059, 0.240, -0.137], [-0.165, -0.150, -0.330], [0.152, 0.183, -0.019], [0.293, 0.141, -0.183], [0.037, 0.111, 0.026], [-0.072, -0.117, 0.208], [0.094, 0.112, 0.080], [0.106, 0.203, 0.605], [-0.183, -0.464, -0.065], [0.027, 0.114, -0.278], [-0.121, -0.138, -0.200], [-0.010, 0.023, -0.034], [0.103, 0.082, 0.071], [0.009, 0.003, 0.012], [-0.050, 0.085, 0.165]], "spin_multiplicity": 1, "charge": -2}


Record 2
{"formula": "C41H28BrClF9N7O3Ti", "method": "wB97M-V/def2-TZVPD", "elements": ["Ti", "C", "C", "C", "C", "N", "C", "N", "C", "N", "C", "N", "C", "C", "C", "C", "C", "N", "C", "C", "C", "C", "C", "C", "H", "H", "H", "H", "H", "H", "H", "H", "H", "H", "H", "H", "Br", "C", "C", "C", "C", "C", "N", "C", "O", "O", "H", "H", "H", "C", "C", "O", "C", "F", "F", "F", "C", "F", "F", "F", "H", "H", "H", "F", "C", "F", "F", "C", "C", "C", "N", "C", "C", "H", "H", "H", "H", "Cl", "C", "C", "C", "C", "C", "C", "C", "H", "H", "H", "H", "H", "H"], "positions_angstrom": [[0.23387, 0.25945, -0.62460], [-0.28191, -4.03717, 3.70126], [-1.38199, -4.70159, 3.17400], [-2.09023, -4.10711, 2.15028], [-1.70596, -2.83883, 1.69227], [-0.66422, -2.19298, 2.21396], [0.03239, -2.79782, 3.17853], [-2.50845, -2.30417, 0.67377], [-2.51710, -1.09607, 0.25494], [-1.64929, -0.01135, 0.48845], [-2.47900, 1.12952, 0.30916], [-2.47251, 2.24308, 0.92260], [-1.63037, 2.74410, 1.89487], [-2.24185, 3.37506, 2.99680], [-1.45704, 3.98340, 3.94729], [-0.06997, 3.96737, 3.78977], [0.43577, 3.30480, 2.69487], [-0.31405, 2.69238, 1.77154], [-3.68826, 0.75521, -0.46542], [-4.73737, 1.50744, -0.95962], [-5.78754, 0.82395, -1.55618], [-5.80338, -0.57264, -1.60711], [-4.76788, -1.31756, -1.05748], [-3.70558, -0.62306, -0.50813], [0.31702, -4.46836, 4.49276], [-1.67743, -5.67151, 3.55585], [-2.94686, -4.58196, 1.69079], [0.90439, -2.26061, 3.54276], [-3.32178, 3.37038, 3.05746], [-1.90872, 4.47931, 4.79810], [0.58812, 4.46085, 4.49209], [1.51317, 3.25488, 2.54045], [-4.73055, 2.58946, -0.89159], [-6.62141, 1.37881, -1.97165], [-6.64622, -1.07950, -2.06271], [-4.78426, -2.40158, -1.04490], [-2.10609, 0.17398, -3.61646], [-1.57671, -1.43488, -2.80531], [-2.11064, -2.60886, -3.30522], [-1.70998, -3.81310, -2.75794], [-0.75937, -3.80673, -1.75949], [-0.27210, -2.59688, -1.32883], [-0.67967, -1.39953, -1.80792], [0.79426, -2.51838, -0.27393], [1.33003, -3.50390, 0.15340], [1.04369, -1.27451, 0.04064], [-2.82203, -2.55849, -4.11638], [-2.13386, -4.74094, -3.12189], [-0.37068, -4.70480, -1.29951], [1.27903, 3.75669, -1.30839], [0.01427, 3.12808, -1.88438], [-0.19353, 1.84289, -1.37557], [-1.18530, 4.06670, -1.53290], [-1.15333, 5.17282, -2.30905], [-1.12114, 4.49813, -0.26803], [-2.35917, 3.46251, -1.72308], [0.10963, 3.16422, -3.46335], [0.77743, 2.11941, -3.94381], [0.76954, 4.26210, -3.87596], [-1.09321, 3.16713, -4.06669], [1.27800, 3.57450, -0.23659], [1.29803, 4.82689, -1.49882], [2.15739, 3.30847, -1.77210], [5.73610, 0.76013, 3.72241], [4.47014, 0.54282, 4.10809], [4.18180, 1.42306, 5.08540], [4.40142, -0.68690, 4.64052], [3.50462, 0.69043, 2.96407], [2.19518, 0.25960, 3.12368], [1.33766, 0.39055, 2.05859], [1.71362, 0.92080, 0.88197], [2.95750, 1.36258, 0.75472], [3.89499, 1.26457, 1.76997], [1.85434, -0.17330, 4.05395], [0.32102, 0.02148, 2.12311], [3.22348, 1.81148, -0.19273], [4.90728, 1.60966, 1.61743], [5.65469, -4.50603, -2.22482], [4.50704, -3.19947, -2.24116], [4.82382, -1.99804, -1.62871], [3.90694, -0.96005, -1.64878], [2.65967, -1.08411, -2.26472], [1.66870, 0.02632, -2.29042], [2.39375, -2.29751, -2.90371], [3.29541, -3.35190, -2.88673], [5.78793, -1.87512, -1.15096], [4.17606, -0.02185, -1.17987], [1.08509, -0.03886, -3.20044], [2.17749, 0.99128, -2.27228], [1.46648, -2.41449, -3.45436], [3.05973, -4.28627, -3.38188]], "atomic_forces_ev_per_a": [[-0.191, 0.233, -0.544], [0.003, -0.010, 0.037], [-0.028, 0.001, -0.061], [-0.016, -0.005, -0.044], [0.134, 0.021, -0.088], [0.003, 0.009, 0.085], [-0.072, 0.087, -0.095], [-0.030, -0.064, 0.194], [0.078, -0.040, 0.182], [-0.074, 0.345, -0.388], [-0.163, 0.044, 0.856], [-0.246, 0.248, -0.262], [-0.046, -0.235, 0.306], [-0.076, -0.047, -0.118], [0.046, -0.026, -0.024], [-0.091, 0.032, 0.036], [0.082, -0.036, -0.079], [0.230, 0.054, -0.145], [0.149, -0.193, -0.140], [-0.003, 0.165, -0.083], [-0.048, 0.004, -0.010], [0.043, -0.047, 0.003], [-0.060, -0.075, -0.053], [0.105, 0.062, 0.051], [-0.011, 0.014, -0.044], [0.019, 0.018, -0.037], [0.022, 0.014, 0.029], [-0.067, -0.028, -0.007], [0.027, 0.042, 0.002], [-0.002, -0.024, -0.033], [-0.007, -0.040, -0.009], [-0.050, -0.011, -0.010], [0.014, -0.094, 0.028], [0.059, -0.034, 0.007], [0.033, 0.034, 0.012], [0.000, 0.063, 0.004], [0.055, 0.071, 0.143], [0.379, 0.148, 0.273], [-0.050, -0.041, -0.066], [-0.136, -0.093, -0.129], [0.096, -0.164, 0.057], [-0.127, 0.425, -0.071], [-0.342, -0.652, -0.472], [-0.045, 0.065, -0.284], [0.111, -0.071, 0.245], [0.528, -1.413, 0.743], [-0.025, -0.003, 0.046], [0.036, 0.027, 0.005], [-0.008, 0.023, -0.004], [0.023, -0.152, -0.013], [-0.288, 0.204, -0.271], [-0.007, 1.531, -0.654], [0.017, -0.131, 0.061], [-0.048, -0.154, 0.142], [-0.059, -0.094, -0.171], [0.113, 0.148, 0.010], [-0.101, -0.128, 0.117], [0.107, -0.095, 0.052], [-0.160, -0.076, 0.077], [0.150, 0.007, 0.140], [-0.002, 0.010, 0.041], [0.038, 0.017, 0.008], [0.021, -0.027, 0.032], [-0.071, -0.039, 0.130], [0.005, 0.038, -0.024], [0.085, -0.088, -0.031], [0.068, 0.114, 0.011], [-0.050, 0.010, -0.069], [0.230, 0.164, 0.041], [-0.154, -0.096, 0.007], [0.087, -0.052, 0.295], [-0.041, 0.147, -0.141], [0.049, 0.007, 0.109], [-0.009, 0.003, -0.039], [-0.032, -0.037, -0.013], [-0.017, -0.060, -0.044], [-0.031, 0.019, -0.015], [-0.010, -0.005, 0.008], [-0.026, 0.056, 0.015], [0.037, 0.058, 0.039], [-0.023, -0.044, 0.094], [-0.052, 0.060, -0.145], [0.123, -0.358, 0.352], [-0.007, 0.002, -0.049], [-0.089, -0.065, -0.066], [-0.047, -0.012, -0.005], [0.022, -0.011, -0.001], [-0.141, 0.190, -0.105], [0.027, 0.090, 0.006], [-0.006, -0.008, 0.010], [0.026, 0.053, 0.020]], "spin_multiplicity": 1}


Here are the calculated energy above the lowest of the compared OMol25 structures with the same formula, charge and spin numbers, same order: 155.6, 184.6 (kJ/mol).
Here are the calculated LUMO numbers, same order: 3.715, -0.704 (eV).